Entry 1:
11
Properties=species:S:1:pos:R:3:forces:R:3 method="wB97M-V/def2-TZVPD" e_homo_ev=-12.6 total_energy_ev=-20563.201 largest_force_ev_per_a=1.6 total_charge=+1
C 0.2544 -0.3022 0.6008 -0.6 0.0 -1.5
C -0.1974 -0.4573 -0.5186 0.6 0.4 1.4
C 0.7979 -0.1151 1.9471 0.1 0.0 0.2
C -0.7408 -0.6435 -1.8650 -0.1 -0.1 -0.2
H 0.0813 0.4396 2.5759 0.3 -0.3 -0.1
H 1.7418 0.4540 1.9036 -0.3 -0.3 0.1
H 0.9974 -1.0919 2.4190 -0.1 0.4 -0.1
H -1.7588 -0.2237 -1.9288 0.4 -0.2 0.0
H -0.1038 -0.1360 -2.6088 -0.3 -0.3 0.2
H -0.7866 -1.7169 -2.1148 0.0 0.5 0.0
K -0.2854 3.7930 -0.4103 0.0 -0.2 0.0



Entry 2:
69
Properties=species:S:1:pos:R:3:forces:R:3 method="wB97M-V/def2-TZVPD" e_homo_ev="-5.7 / -5.7" total_energy_ev=-184998.130 multiplicity=6 largest_force_ev_per_a=3.0 total_charge=-1 s2=8.761 relative_energy_kcal_mol=0.0
Fe -0.3312 -0.3091 -1.3619 -0.3 -0.5 0.8
O -2.1608 1.2092 5.2490 -0.4 0.7 -2.2
C -2.2675 1.9925 4.2367 1.0 -0.7 2.8
O -2.4378 3.2193 4.2694 -0.4 0.2 -0.7
C -1.9663 1.3774 2.8676 -0.4 -0.8 -0.5
C -1.9999 2.1451 1.6938 -0.6 0.4 1.4
C -1.6986 1.5572 0.5075 -0.4 -0.8 -0.6
N -1.4335 0.2386 0.4539 0.7 1.6 -2.0
C -1.3270 -0.5022 1.5225 -0.5 0.8 0.2
C -1.6531 0.0214 2.7552 0.1 1.1 0.0
C -0.6751 -1.7625 1.2795 1.8 -1.4 -1.5
C -0.6982 -2.8304 2.1353 -0.5 0.3 1.2
C 0.0922 -3.9493 1.9084 -0.3 0.1 0.3
C 0.9560 -3.8994 0.8423 -0.1 -0.9 -0.1
C 0.8967 -2.8627 -0.0382 -0.1 1.4 -0.1
N 0.1135 -1.8181 0.1472 -1.4 0.5 0.9
C -1.5927 2.3032 -0.7779 0.1 0.1 0.7
C -1.9741 3.6435 -0.9006 0.2 -0.1 -0.6
C -1.7572 4.2798 -2.1191 0.0 1.0 0.3
C -1.0870 3.6123 -3.1365 -0.7 0.9 0.5
C -0.7297 2.3312 -2.8761 0.4 -1.8 -1.7
N -0.9838 1.6518 -1.7864 -1.3 0.7 1.3
H -2.3483 3.1651 1.8000 0.4 0.1 0.0
H -1.5775 -0.5413 3.6412 0.0 -0.5 1.0
H -1.2922 -2.6914 3.0499 0.2 -0.5 -0.5
H 0.0032 -4.7991 2.5805 0.3 0.1 -0.1
H 1.6546 -4.6449 0.5504 0.3 -0.9 0.3
H 1.5763 -2.7700 -0.8655 0.0 -0.3 -0.4
H -2.3949 4.2228 -0.0880 -0.1 -0.4 0.0
H -2.0594 5.3433 -2.2223 0.2 -0.9 0.0
H -0.9077 4.0282 -4.1109 0.1 0.2 -0.1
H -0.2989 1.6939 -3.6326 0.4 0.2 -0.4
Br -4.9892 -5.9522 -4.9115 -0.1 -0.9 -0.4
C -4.7659 -4.2277 -4.2627 1.4 -0.8 1.0
C -5.5103 -3.2245 -4.7749 -1.6 1.5 0.1
N -5.4313 -1.9770 -4.2858 0.9 0.3 0.1
C -4.4624 -1.7051 -3.3842 -1.4 0.5 -0.4
C -3.6642 -2.6924 -2.8356 0.0 0.2 0.0
C -3.8263 -3.9990 -3.2541 -0.2 0.5 -0.5
C -2.5983 -2.3463 -1.8468 1.4 1.5 -0.7
O -2.1639 -3.1838 -1.0941 0.0 -0.9 0.8
O -2.0967 -1.1342 -1.9950 -0.5 -0.6 0.1
H -6.3255 -3.4164 -5.4996 0.7 0.1 0.3
H -4.3826 -0.6570 -3.0196 0.0 -0.9 -0.4
H -3.1794 -4.7482 -2.8305 -0.1 -0.3 0.0
F 6.5659 1.1335 4.9273 -0.2 0.3 -0.6
C 5.2310 1.3074 5.1175 0.7 0.0 1.3
F 5.1389 2.3212 5.9898 -0.3 0.1 0.4
F 4.8740 0.1682 5.7440 -0.5 0.0 0.4
C 4.4083 1.5102 3.9217 0.8 0.0 -2.0
C 4.9728 0.9757 2.7661 -0.2 -0.7 -1.3
C 4.1872 0.8072 1.5907 0.3 0.4 -0.3
C 2.8817 1.3368 1.5598 0.3 1.0 1.5
C 2.4500 2.1099 2.6900 0.9 -1.7 -0.7
C 3.1701 2.1505 3.8507 0.7 0.3 0.9
C 1.9596 1.1835 0.4892 -1.0 -1.0 -1.7
C 1.1641 0.8451 -0.3969 1.4 0.0 1.2
H 6.0463 0.6839 2.7748 -1.1 -0.1 0.0
H 4.5615 0.3252 0.6458 -0.2 0.4 1.3
H 1.4643 2.4606 2.7068 -1.2 0.8 -0.2
H 2.8314 2.7394 4.7046 -0.2 -0.4 -0.2
C 3.5490 1.2582 -2.8642 1.9 -1.1 0.7
O 2.3941 0.6163 -3.3008 -0.9 -1.0 0.3
C 2.2203 -0.6388 -2.8749 0.7 -0.7 0.3
S 3.3808 -1.5359 -2.0549 -0.5 0.8 -0.8
S 0.6387 -1.2760 -3.2552 0.1 0.3 0.0
H 3.4812 2.2560 -3.1897 -0.2 1.3 0.0
H 4.4192 0.8002 -3.3290 0.2 -0.1 -0.4
H 3.7656 1.0701 -1.7933 -0.7 0.7 -0.4



Entry 3:
19
Properties=species:S:1:pos:R:3:forces:R:3 method="wB97M-V/def2-TZVPD" e_homo_ev="-13.4 / -13.1" total_energy_ev=-19721.006 multiplicity=2 largest_force_ev_per_a=3.6 total_charge=+1 s2=1.389 relative_energy_kcal_mol=153.6
C -0.6706 -1.3368 -1.0484 0.0 1.9 1.5
C -1.3545 -0.0272 -1.6827 1.3 -0.6 1.4
S -0.4091 1.4873 -1.6303 0.0 -0.1 0.2
C -0.1415 -1.2290 0.5061 -0.3 0.9 0.5
N -1.0831 -0.7662 1.5956 1.9 -0.4 -0.8
C -0.7712 0.4086 2.4445 1.5 -3.2 -0.5
C -0.9767 1.5959 1.4810 -0.8 3.4 0.1
O -0.3212 2.6152 1.5885 -1.3 -2.7 -0.4
H 0.3020 -1.6626 -1.4743 -0.9 0.5 -0.4
H -1.4339 -2.0460 -1.1908 -0.6 -1.5 0.2
H -1.2650 -0.3254 -2.7080 -0.7 0.1 -1.1
H -2.4138 0.1794 -1.3663 1.0 -0.6 -0.4
H 6.5207 0.7130 -2.5402 1.1 -0.5 -1.2
H 6.0615 0.9142 -2.0513 -1.1 0.5 1.2
H 0.3219 -2.3246 0.6898 -1.3 2.4 0.2
H 0.6167 -0.3920 0.3930 -0.3 -1.2 0.5
H 0.3185 0.2776 2.7300 -0.9 0.5 -0.4
H -1.3512 0.4332 3.3949 -0.2 0.2 -1.0
H -1.9492 1.4855 0.8689 1.5 0.5 0.5